The following is a quantum chemistry calculation of an isolated molecule of HNO2S at a distorted geometry, from the OMol25 dataset.

Each line ends with the Mulliken charge.
Geometry (Å):
S: 0.11 -0.57 0.28  0.919
O: -0.45 0.61 -0.92  -0.437
O: -0.19 0.32 1.51  -0.493
N: 0.73 -1.75 -0.43  -0.346
H: -0.21 1.39 -0.43  0.358

Values from the calculation:
Highest occupied orbital energy = -0.4237 Eh
Multiplicity = 1
Largest force on an atom = 0.0948 Eh/bohr
Orbital gap = 9.73 eV
Energy = -603.872250 Ha
Structure (SMILES) = N#S(=O)O